1.
C19H27HgN5O2 as an isolated structure. Source: the OMol25 dataset; level of theory: wB97M-V/def2-TZVPD.

Last column: natural (NBO) charge in e.
Cartesian coordinates (Å):
Hg (11.44955, 7.19516, 8.36840)  1.3108
C (6.99513, 7.41412, 9.02570)  -0.6989
C (8.47192, 7.08456, 9.48061)  0.2238
N (9.13707, 6.04663, 9.16762)  -0.1955
O (8.51194, 5.16664, 8.26216)  -0.5931
C (9.24255, 8.00327, 10.32324)  0.0147
C (8.77283, 8.72419, 11.66270)  -0.6955
N (10.46950, 8.19900, 9.96912)  -0.1331
O (11.21308, 8.97915, 10.54413)  -0.5765
H (6.45136, 7.79064, 9.86797)  0.2222
H (6.75775, 6.42604, 8.46617)  0.2539
H (6.81377, 8.22648, 8.33772)  0.2278
H (9.32049, 4.80062, 7.90304)  0.4886
H (7.68110, 8.35728, 11.94933)  0.2132
H (8.32780, 9.78810, 11.39202)  0.2097
H (9.70165, 8.84352, 12.38548)  0.2675
C (14.83698, 4.24270, 10.02448)  -0.3431
C (15.49320, 4.16641, 8.62166)  -0.2860
C (15.16926, 4.71324, 7.53310)  -0.3109
C (13.94352, 5.28509, 7.56912)  0.1332
N (12.96062, 5.31925, 8.68304)  -0.8181
C (13.72909, 4.99479, 10.08294)  0.0191
C (13.14816, 6.01938, 6.26294)  -0.0493
C (13.80679, 5.54527, 5.12879)  -0.2164
C (13.46067, 6.25042, 4.00899)  -0.2245
C (12.11407, 6.76614, 3.97541)  -0.2211
C (11.61514, 7.17809, 5.10900)  -0.2571
C (12.01895, 6.77998, 6.33622)  -0.4826
H (15.39728, 4.40401, 10.91800)  0.2093
H (16.56905, 4.00191, 8.87867)  0.1708
H (15.69964, 4.70547, 6.43505)  0.2009
H (13.04538, 5.47216, 10.88755)  0.2051
H (14.65177, 4.99081, 5.21465)  0.1924
H (13.74473, 5.94408, 2.96897)  0.1842
H (11.59189, 7.00959, 2.81389)  0.1859
H (10.53965, 7.78329, 4.99582)  0.1734
C (16.70362, 9.50963, 11.00703)  -0.5972
C (16.01662, 8.21426, 10.95219)  0.1377
C (16.71853, 7.08385, 11.80271)  -0.6669
C (16.21426, 7.83720, 9.33063)  -0.5336
N (14.61605, 8.27084, 11.19630)  -0.5311
N (14.04835, 8.50739, 12.50980)  -0.6337
H (17.68871, 9.80278, 10.60782)  0.2024
H (16.87171, 9.76339, 12.13911)  0.1671
H (16.09604, 10.14969, 10.74991)  0.1873
H (16.68342, 7.60843, 12.96874)  0.2113
H (17.74204, 7.08475, 11.65376)  0.1976
H (16.91260, 6.06777, 11.48640)  0.2422
H (16.80548, 6.80790, 9.41958)  0.2078
H (16.71421, 8.55629, 8.79860)  0.1893
H (15.32049, 7.84644, 9.23241)  0.1677
H (14.22561, 8.33792, 10.21888)  0.3655
H (13.82754, 9.50663, 12.61684)  0.3346
H (13.33051, 8.02087, 12.80049)  0.3474

Output
- spin multiplicity = 2
- LUMO (alpha / beta) (eV) = 2.86 / 2.86
- HOMO energy (alpha / beta) (eV) = -1.837 / -4.812
- net charge = -1
- largest force on an atom (eV/Å) = 12.09

=====

2.
C4H5ErO6 as an isolated structure. Source: the OMol25 dataset; level of theory: wB97M-V/def2-TZVPD.

Last column: natural (NBO) charge in e.
Cartesian coordinates (Å):
H (-0.43758, 0.52229, -0.23441)  0.5517
O (2.28312, 1.52310, -0.40222)  -0.9095
C (1.99662, 0.40323, 0.11510)  0.9801
O (1.93553, 0.26098, 1.34749)  -0.6828
O (1.18257, -0.33119, -0.68709)  -0.5312
C (0.57729, -1.55231, -0.24308)  -0.1103
O (-1.47477, -0.29978, 0.22024)  -0.7703
C (-2.00172, 1.53304, 0.29631)  1.1111
C (-0.92922, -1.44455, -0.42833)  -0.0849
O (-0.88672, 1.90381, -0.16617)  -0.8160
O (-2.76336, 1.85375, 1.13232)  -0.4041
Er (1.29604, 3.43156, 0.59905)  1.8168
H (0.81779, -1.75561, 0.80803)  0.2293
H (0.96521, -2.35155, -0.88611)  0.2190
H (-1.15731, -1.37846, -1.50469)  0.1864
H (-1.40349, -2.31833, 0.03357)  0.2149

Output
- spin multiplicity = 5
- LUMO (alpha / beta) (eV) = -5.54 / -6.18
- energy above the lowest of the compared OMol25 structures with the same formula, charge and spin (kcal per mole) = 97.24
- HOMO energy (alpha / beta) (eV) = -12.386 / -13.793
- net charge = +1
- largest force on an atom (eV/Å) = 5.51

=====

3.
A 3-piece molecular cluster, C24H56ClFO9P2Si overall. Source: the OMol25 dataset; level of theory: wB97M-V/def2-TZVPD.

Last column: Mulliken charge in e.
Cartesian coordinates (Å):
C (-0.63734, 1.73704, -0.44177)  -1.0591
C (-1.12183, 2.88727, -1.38032)  0.0747
C (-2.27757, 2.40942, -2.28858)  -1.1881
C (-2.71142, 3.50080, -3.31204)  0.8802
C (-3.21873, 2.91250, -4.65024)  -1.7457
Si (-4.01203, 4.71947, -2.60135)  -0.3506
Cl (-4.00766, 4.63495, -0.49965)  -0.3700
C (-3.65744, 6.44632, -3.31242)  -0.6885
C (-2.91849, 7.43319, -2.34907)  -0.7100
C (-1.53470, 7.85221, -2.92840)  -0.7663
C (-0.30933, 7.33242, -2.12528)  -0.6013
O (-0.63577, 6.26458, -1.24290)  -0.4002
C (-5.71261, 4.18258, -3.25496)  -0.6554
C (-6.90433, 4.49080, -2.34148)  0.3818
C (-7.00847, 5.93933, -1.86651)  -1.2239
F (-8.07194, 4.25956, -3.12052)  -0.3677
H (-1.29175, 0.86481, -0.60396)  0.1398
H (0.39164, 1.47367, -0.71685)  0.2922
H (-0.72991, 1.99892, 0.61994)  0.3701
H (-0.28502, 3.15098, -2.04964)  0.2984
H (-1.38464, 3.79067, -0.81993)  -0.0381
H (-3.11160, 2.13121, -1.62021)  0.2675
H (-1.96267, 1.48428, -2.80226)  0.4440
H (-1.80838, 4.10976, -3.50069)  0.3824
H (-2.41174, 2.39221, -5.18502)  0.4708
H (-4.05308, 2.20893, -4.54347)  0.3432
H (-3.56000, 3.75034, -5.28331)  0.3805
H (-3.13981, 6.28352, -4.27004)  0.5588
H (-4.64538, 6.86169, -3.57659)  0.4880
H (-2.88035, 7.06912, -1.31806)  0.4486
H (-3.52896, 8.34989, -2.32660)  0.4327
H (-1.48468, 8.95094, -2.90107)  0.3522
H (-1.40520, 7.53424, -3.97028)  0.3088
H (0.17706, 8.17469, -1.60787)  0.4204
H (0.42903, 6.94061, -2.85154)  0.2866
H (0.09981, 6.15321, -0.62867)  0.2437
H (-5.68088, 3.08442, -3.36455)  0.2398
H (-5.84762, 4.58507, -4.27145)  0.4372
H (-6.98137, 3.77226, -1.51468)  0.2166
H (-7.16306, 6.63385, -2.70481)  0.3136
H (-7.93303, 6.00896, -1.26754)  0.3687
H (-6.19616, 6.25744, -1.20332)  0.3021
C (-0.07773, -6.29270, -3.27122)  -0.9350
C (-1.27399, -5.45017, -2.86671)  -0.3704
O (-1.18367, -5.03699, -1.50371)  -0.2809
P (-0.19714, -3.77908, -1.12664)  1.1765
O (-0.90507, -2.62611, -1.77956)  -0.7902
O (-0.66675, -3.48175, 0.42312)  -0.4194
C (-0.77285, -2.13783, 0.90127)  -0.2853
C (-2.23178, -1.78994, 1.10756)  -1.2711
O (1.03459, -4.75043, -0.60504)  -0.3458
C (1.08655, -5.38580, 0.67347)  0.1222
C (0.05787, -6.47728, 0.86224)  -1.0807
H (0.84325, -5.70478, -3.24164)  0.2583
H (-0.20458, -6.68117, -4.28303)  0.4051
H (0.05396, -7.13033, -2.58559)  0.1956
H (-1.37280, -4.57852, -3.51954)  0.2905
H (-2.18848, -6.03702, -2.96006)  0.3061
H (-0.29275, -1.43380, 0.22158)  0.3021
H (-0.24097, -2.08620, 1.85484)  0.3535
H (-2.79906, -1.91804, 0.18502)  0.2744
H (-2.34393, -0.75877, 1.44777)  0.4058
H (-2.67799, -2.45430, 1.84995)  0.3806
H (1.04830, -4.65130, 1.47666)  0.1967
H (2.08009, -5.83835, 0.73284)  0.2307
H (-0.94937, -6.06899, 0.93872)  0.2811
H (0.26679, -7.02883, 1.78089)  0.4223
H (0.07011, -7.17407, 0.02368)  0.1989
C (6.05446, -5.02672, 1.66761)  -1.0545
C (4.78876, -4.34459, 2.15444)  -0.0281
O (4.92918, -3.89277, 3.50093)  -0.3250
P (5.76005, -2.50452, 3.78223)  1.2062
O (4.85094, -1.47340, 3.17700)  -0.7911
O (5.37638, -2.23964, 5.36242)  -0.3930
C (5.12320, -0.91411, 5.83410)  -0.3549
C (3.65180, -0.76017, 6.15536)  -1.1439
O (7.15063, -3.28624, 4.21207)  -0.3895
C (7.39289, -3.88112, 5.48922)  -0.1522
C (6.54049, -5.09678, 5.77354)  -0.9189
H (6.88579, -4.31902, 1.61655)  0.2846
H (5.90483, -5.45280, 0.67412)  0.4167
H (6.35179, -5.82207, 2.35173)  0.2290
H (4.52114, -3.51033, 1.49991)  0.3181
H (3.96029, -5.05375, 2.14032)  0.0357
H (5.44755, -0.16610, 5.11070)  0.3717
H (5.71806, -0.77272, 6.74038)  0.3232
H (3.03573, -0.98128, 5.28343)  0.2694
H (3.42899, 0.25325, 6.49382)  0.3917
H (3.35970, -1.46281, 6.93791)  0.2969
H (7.31878, -3.14260, 6.28586)  0.2155
H (8.44097, -4.18980, 5.46712)  0.3479
H (5.49660, -4.82641, 5.92989)  0.2626
H (6.89648, -5.59599, 6.67666)  0.4087
H (6.57934, -5.80300, 4.94380)  0.1730

Output
- spin multiplicity = 1
- LUMO (eV) = -0.46
- HOMO energy (eV) = -9.545
- net charge = 0
- SMILES string = CCC[C@@H](C)[Si@@](Cl)(CCCCO)C[C@@H](C)F.CCOP(=O)(OCC)OCC.CCOP(=O)(OCC)OCC
- largest force on an atom (eV/Å) = 7.45

=====

4.
One molecule with the formula C2H2N2O2S. Source: the OMol25 dataset; level of theory: wB97M-V/def2-TZVPD.

Last column: natural (NBO) charge in e.
Cartesian coordinates (Å):
O (0.59217, -2.33664, 0.88300)  -0.5213
N (-0.29280, -1.39653, 0.61611)  0.0986
C (-0.44699, -1.34516, -0.82182)  0.2807
N (-0.33964, -0.14192, -1.22470)  -0.4852
C (-0.00739, 0.73291, -0.24760)  0.3179
S (0.11746, 2.41337, -0.26210)  -0.0468
O (0.06767, -0.07003, 0.91583)  -0.3499
H (0.48739, -2.63589, 1.77369)  0.4874
H (-0.49222, -2.28211, -1.29413)  0.2188

Output
- spin multiplicity = 1
- LUMO (eV) = -0.96
- energy above the lowest of the compared OMol25 structures with the same formula, charge and spin (kcal per mole) = 87.05
- HOMO energy (eV) = -9.022
- net charge = 0
- SMILES string = On1cnc(=S)o1
- largest force on an atom (eV/Å) = 4.04